[1]
ORCA calculation (wB97M-V/def2-TZVPD) on C24H22F3NOReSi as an isolated structure.

Structure (XYZ):
```
53
Properties=species:S:1:pos:R:3:forces:R:3
H 1.0544 -3.2480 -2.3057 0.0 0.0 -0.1
C -1.9423 0.3745 5.5224 0.0 0.0 0.0
H -2.8381 0.5222 1.0724 0.0 0.0 0.1
Si -1.4317 -1.4183 1.8156 0.5 0.1 -0.8
C 1.7889 -1.3411 -4.9880 0.0 0.2 -0.1
C 2.3290 2.6226 0.5057 0.0 0.1 0.0
H -0.8931 1.6939 0.1952 0.0 0.0 0.0
C -0.2557 1.1149 -3.0735 0.0 -0.1 0.2
C 0.9461 2.7432 0.5022 0.1 0.1 0.0
H -0.4324 -3.7040 2.0557 0.0 0.1 0.2
H -3.7859 -0.9656 0.8883 0.0 0.0 -0.1
H -2.5113 -2.8239 6.4693 0.0 0.0 0.0
C -2.2831 -1.9826 5.8268 0.0 0.0 0.0
H -1.9032 1.3780 5.9272 0.0 0.0 0.0
C 0.4222 -1.2299 -2.5032 0.7 0.7 0.1
H 1.6659 0.9329 -6.4102 0.0 0.0 0.0
F 2.9391 4.8253 -0.0406 0.0 0.0 -0.1
H -0.7800 3.0908 -3.6403 0.0 0.0 0.0
C -1.7440 -1.1246 3.6280 0.2 0.2 0.0
H -0.9116 -3.3962 0.3929 0.0 -0.5 0.3
F 2.8937 4.3014 2.0519 0.0 0.0 0.1
O -1.4980 -2.6134 -1.3093 0.3 1.1 0.2
H -1.4702 1.0120 3.5424 0.0 0.0 0.0
C -2.7909 -0.5274 0.7717 -0.2 -0.3 0.3
Re -0.5079 -1.3425 -0.5714 -1.1 -1.3 -1.3
C 2.0473 0.3380 -0.0794 0.0 -0.1 -0.1
H 2.4486 -0.6365 -0.3263 0.0 0.0 0.0
H 0.4625 3.6843 0.7263 0.0 0.0 0.0
C -2.0377 -2.1916 4.4766 0.0 -0.1 0.0
C 2.8892 1.3988 0.2101 0.1 0.0 0.0
H 2.2481 -3.3427 -4.4597 0.0 0.0 0.0
C 1.1244 -0.1449 -4.6169 0.0 0.0 0.0
F 4.4825 3.5582 0.7885 0.1 0.0 0.0
C -1.2098 -3.2634 1.4287 -0.6 -0.4 0.8
H -0.8325 1.1708 -2.1567 0.0 -0.1 0.0
H 3.9597 1.2561 0.1962 0.0 0.0 0.0
C -2.2355 -0.7004 6.3522 0.0 0.0 0.0
H -2.0781 -3.2011 4.0832 0.0 0.0 0.0
C -1.6985 0.1604 4.1758 0.0 0.0 0.0
C 0.1891 1.6369 0.2030 -0.2 -0.1 0.0
H 0.4856 2.9900 -5.7897 0.0 0.0 0.0
N 0.7152 0.4359 -0.0843 0.6 0.7 0.1
C -0.2389 2.1912 -3.9073 0.1 0.1 -0.2
C 3.1750 3.8305 0.8271 -0.1 -0.1 0.0
H -2.4256 -0.5374 7.4054 0.0 0.0 0.0
H -2.1251 -3.8580 1.5500 0.0 0.0 0.0
C 1.1311 0.9913 -5.4688 0.0 -0.1 0.0
C 1.0659 -2.3628 -2.9318 0.2 -0.1 0.0
H 2.3128 -1.3834 -5.9363 0.0 0.0 0.0
C 0.4751 2.1340 -5.1268 -0.1 0.1 0.1
H -2.5758 -0.5339 -0.3177 -0.4 0.1 0.2
C 0.4343 -0.0894 -3.3779 0.0 -0.1 0.1
C 1.7513 -2.4249 -4.1691 0.0 -0.1 0.2
```
Forces are in eV/Å.

Its HOMO energy (alpha / beta) is -7.29 / -7.13 eV. The value obtained for the energy relative to the best compared isomer or geometry (same formula, charge and spin) is 45.79 kcal per mole. Its spin multiplicity is 4. Its expectation value of S² is 3.82. The calculation puts the LUMO energy (alpha / beta) at -0.72 / -0.80 eV.



[2]
ORCA calculation (wB97M-V/def2-TZVPD) on C24H22FN4O9PTi as an isolated structure.

Structure (XYZ):
```
62
Properties=species:S:1:pos:R:3:forces:R:3
C 2.5176 5.1600 2.2319 0.0 0.0 0.0
C 6.0934 1.5098 -1.7158 0.0 0.0 0.0
C 1.1667 0.4009 2.4328 0.8 0.1 0.7
C -0.6202 2.4215 -5.4035 0.2 -0.1 0.2
C 2.5275 0.0427 1.8549 -0.2 0.1 -0.2
C 1.4310 4.7108 1.4986 0.0 0.0 0.0
C -0.9624 3.5671 -3.3101 -0.2 0.1 -0.1
O 0.0614 1.7942 -6.1808 -0.1 0.0 0.0
O 1.0605 -1.3955 -0.2590 0.9 -1.1 0.1
H 0.5388 5.3192 1.4231 0.0 0.0 0.0
O -3.9731 3.6672 -5.2230 0.0 0.0 0.1
O 1.5506 0.1743 -2.5682 -0.1 0.1 -0.1
C 4.8717 -0.5106 -0.2503 -0.1 0.0 0.0
C -2.8397 3.4677 -4.8650 0.1 0.0 -0.2
O 1.0024 0.7284 3.5754 -0.2 -0.2 -0.2
C 3.6611 4.3784 2.3323 0.1 0.0 0.0
H 3.3206 0.3046 2.5493 0.0 0.0 0.0
C 6.1120 -0.7254 -0.8317 0.0 0.0 0.0
H -1.4876 -2.9900 -1.3781 0.0 -0.1 0.0
O -3.2442 -1.9228 -0.2569 0.1 0.0 0.0
N -0.1666 2.8193 -4.1467 0.1 -0.1 -0.1
O 0.1006 1.5266 -1.6204 -0.1 1.2 -0.7
H 1.6152 1.8330 -4.5156 0.0 0.0 0.0
C 0.5551 -2.4933 -0.8152 -0.6 -0.9 -0.4
C 2.6265 2.6791 0.9801 -0.1 -0.1 -0.3
H -0.5183 3.9038 -2.3872 0.1 -0.1 0.1
C -2.4499 -1.0073 -0.2279 -0.5 0.3 0.1
F -2.9549 4.6151 -2.7585 -0.1 0.0 -0.1
H -1.7411 2.0374 0.8830 0.1 0.0 0.1
H 4.3603 2.6858 -1.2640 0.0 0.0 0.0
H 4.6074 2.5287 1.7969 0.0 0.0 0.0
H -2.1938 1.7336 -0.6632 0.2 0.0 -0.1
H 1.7147 3.0873 -3.2600 0.0 0.0 0.0
H 0.6510 3.1242 0.2784 0.0 0.0 0.0
H -2.2717 2.4870 -6.5712 0.0 0.0 0.0
Ti 0.1593 0.1755 -0.2693 -0.7 1.2 -0.4
H 2.4791 6.1233 2.7233 0.0 0.0 0.0
H 4.3895 -1.3087 0.2996 0.0 0.0 0.0
O 1.0567 -3.5796 -0.7665 0.2 0.3 0.0
C 1.1037 2.2789 -3.6707 -0.2 -0.1 0.2
H 6.5938 -1.6879 -0.7214 0.0 0.0 0.0
C 4.2445 0.7248 -0.3877 -0.2 -0.1 -0.3
H -2.4326 -0.0329 1.6526 0.0 0.1 0.0
C 4.8532 1.7280 -1.1402 0.0 0.0 0.0
C -0.7764 -2.1781 -1.5087 0.1 0.0 0.2
C -2.6951 0.2334 0.6284 -0.1 -0.1 -0.1
H 7.6961 0.1164 -2.0059 0.0 0.0 0.0
N -1.2600 -0.9449 -0.8952 -0.3 -1.0 -0.4
C 3.7176 3.1414 1.7121 0.0 0.0 0.0
H -0.5807 -2.0417 -2.5742 0.0 0.0 0.0
N -1.9185 2.7960 -5.6770 -0.1 0.0 0.0
C 1.4889 3.4764 0.8680 0.1 0.0 0.0
O 0.1867 0.3865 1.5265 -0.2 0.4 1.4
H 2.5396 -1.0262 1.6381 0.0 0.0 -0.1
H -3.7517 0.4951 0.5956 0.0 0.0 0.0
N -1.8035 1.3155 0.1744 -0.2 -0.4 0.0
H 6.5663 2.2939 -2.2928 0.0 0.0 0.0
P 2.5748 0.9928 0.2640 0.8 0.3 1.0
H 4.5080 4.7326 2.9055 0.0 0.0 0.0
C -2.2244 3.8853 -3.6136 0.2 0.0 0.2
C 0.9220 1.2203 -2.5751 0.4 0.1 -0.7
C 6.7246 0.2835 -1.5592 0.0 0.0 0.0
```
Forces are in eV/Å.

Its HOMO energy is -9.47 eV. The calculation puts the LUMO energy at -0.46 eV.



[3]
ORCA calculation (wB97M-V/def2-TZVPD) on one molecule with the formula C24H22N2O3.

Structure (XYZ):
```
51
Properties=species:S:1:pos:R:3:forces:R:3
O -2.9699 1.1266 1.2741 -0.1 0.0 0.2
H 3.9466 -3.7681 1.1253 0.1 0.0 -0.1
C 0.8462 -2.5200 2.9856 0.1 0.0 -0.1
C 0.5433 1.8186 1.2614 -0.3 0.5 0.9
C 3.0737 -1.4605 0.0869 0.1 0.1 0.1
H -3.1216 3.6051 -5.3668 -0.1 0.1 0.0
H 0.7372 -5.5374 4.2459 -0.1 -0.1 0.0
N -2.6849 1.6312 -0.9014 -0.3 0.2 0.0
H -0.0131 4.0696 -0.8898 0.1 0.0 -0.2
H -0.6286 2.3837 3.0156 -0.1 -0.1 0.2
H -1.2968 -0.1969 2.1995 0.1 -0.2 -0.1
H 0.2207 -0.8196 -1.1939 0.1 -0.1 0.0
C 2.4856 -2.2186 1.2332 -0.1 0.0 0.0
H -3.3052 2.9678 -3.0918 -0.1 0.1 0.0
H -0.0199 -2.1497 3.5150 -0.1 0.0 0.1
H -3.4580 2.2800 -0.8090 0.1 -0.1 0.1
O 0.7249 2.3867 0.0496 0.4 -0.3 -0.2
C -0.0279 3.4993 0.0181 -0.5 0.5 0.4
C -1.8675 2.1339 -4.4395 0.0 -0.1 0.2
O 2.5250 0.7106 1.9198 0.0 0.1 0.0
C -0.3919 0.4702 -3.5017 -0.1 0.1 0.1
C 0.8864 -4.4980 4.5339 0.1 0.0 0.0
H -0.3267 1.1172 -5.5292 0.1 0.0 -0.1
C 3.0711 -3.4106 1.6482 -0.1 0.0 0.0
C 2.5612 -4.1455 2.6983 -0.1 0.1 0.0
C -0.8122 1.2217 -4.5704 0.1 0.0 0.0
C -0.6050 -0.1284 -1.0958 -0.3 0.0 0.5
H 3.6917 -2.1118 -0.5269 0.0 0.0 -0.1
C -2.0742 1.5113 -2.1191 0.4 -0.3 -0.3
H -1.4704 3.5381 -5.9963 0.0 0.1 -0.1
H 3.0401 -5.0679 2.9931 0.1 -0.1 0.0
C -1.1980 0.0515 0.1051 0.1 -0.3 -0.3
C 1.3591 -1.7762 1.9274 0.3 -0.3 0.1
H -1.0153 -1.7056 1.3046 0.0 0.2 0.1
H 2.2998 -1.0118 -0.5329 0.0 0.1 -0.1
H 1.5878 -4.4816 5.3676 0.0 0.0 0.1
C 1.3547 0.6088 1.6117 0.1 0.4 -0.1
H -1.3465 4.4677 1.4609 -0.1 0.2 0.0
H -2.6229 2.2828 -6.4292 0.0 0.0 -0.1
H -0.0614 -4.0886 4.8734 -0.1 0.0 0.1
C -2.3009 2.9406 -5.6230 0.0 0.0 0.0
C -0.7506 -0.6456 1.3609 -0.5 0.1 0.0
N 0.6897 -0.5733 1.5662 0.1 -0.4 -0.1
H 0.4256 -0.2269 -3.6094 0.1 -0.1 0.0
C -0.6809 3.6720 1.1973 0.2 0.1 -0.5
C -2.3392 0.9549 0.2457 -0.1 0.0 -0.2
H 3.6902 -0.6466 0.4693 0.0 0.0 -0.1
C -2.4889 2.2698 -3.2143 0.0 0.0 -0.1
C -0.3044 2.5788 2.0147 0.5 -0.6 -0.3
C 1.4336 -3.7081 3.3842 0.0 0.0 -0.1
C -1.0114 0.5988 -2.2523 -0.3 0.3 -0.2
```
Forces are in eV/Å.

Its HOMO energy is -8.27 eV. The value obtained for the energy relative to the best compared isomer or geometry (same formula, charge and spin) is 30.94 kcal per mole. Its structure (SMILES) is Cc1ccc(C)c(N(Cc2cc3ccc(C)cc3[nH]c2=O)C(=O)c2ccco2)c1. The calculation puts the LUMO energy at 0.15 eV.



[4]
ORCA calculation (wB97M-V/def2-TZVPD) on C24H22N4O4 as an isolated structure.

Structure (XYZ):
```
54
Properties=species:S:1:pos:R:3:forces:R:3
H 3.2068 2.7406 -1.5772 -1.7 0.8 -2.4
C 3.6739 2.2515 -0.8129 5.9 4.8 0.8
O -0.9241 1.7755 -0.9956 -0.3 2.5 -1.5
C 0.0438 1.7866 -2.0650 1.0 -5.4 2.7
H -2.6361 1.5428 4.5089 -0.5 -0.7 0.9
H 4.0704 3.2012 -0.2272 -0.8 -1.6 -0.7
C 0.6207 -1.6339 -2.7163 -4.3 -5.4 -9.1
H 0.3393 3.4071 1.9961 -2.2 -3.2 1.4
C 0.6599 0.4249 -2.4072 0.7 6.9 -3.7
C 1.2598 -1.1127 -4.2153 4.0 0.8 9.8
N 1.7717 1.8988 0.8199 6.0 2.1 -2.7
H -1.8793 -0.6742 3.9149 -1.7 -4.1 2.0
H -0.5795 -3.5725 1.1518 -3.7 -0.2 5.7
C 1.8170 -0.3115 0.7677 -3.6 1.3 3.1
N 1.2857 0.8098 1.3042 -1.8 2.8 0.1
C -1.8148 1.3424 3.8578 -3.1 3.0 -1.9
O 0.5463 2.7519 -2.4071 1.0 5.2 -1.5
C -0.1296 -0.5477 -2.1970 0.9 -1.9 2.4
H 0.1874 -4.7137 -0.0462 0.0 4.2 1.4
C -0.0504 -3.4592 0.3652 4.0 -2.3 -8.9
H -5.2731 -0.5699 1.0669 2.0 0.7 1.7
H -3.0327 1.6481 0.4185 -0.9 0.8 0.5
H 0.1200 -1.4933 1.6509 1.9 2.0 -1.3
C 2.8037 0.1672 0.0007 3.3 -8.2 -3.5
C -1.4880 0.0993 3.4587 6.3 2.6 -3.5
C 1.1967 -2.4049 0.3215 1.5 -13.6 -4.5
H 1.2349 -2.2943 -2.3110 3.1 -1.8 3.1
H 3.3687 -0.5855 -0.6674 -0.7 1.5 1.2
H -0.0497 -2.6052 -3.2357 0.9 2.5 1.6
C -1.5568 2.5512 3.0952 4.3 -4.5 1.8
C -1.3761 -1.7466 -0.4249 -1.8 2.1 -1.6
C -2.3037 -1.6601 0.5229 -6.1 -0.1 2.4
O -0.9585 -3.0130 -0.7860 1.5 0.8 1.8
C -1.0296 -0.4178 -1.1210 0.1 -9.8 -0.3
C -2.7290 0.6419 0.2871 3.3 3.0 -2.6
N -0.3297 -0.1282 2.6021 -4.3 5.6 1.2
H 2.2180 -1.4858 -4.2648 1.4 -2.6 -1.9
O 2.1821 -2.9759 -0.2673 -1.5 3.5 1.3
H -4.3181 0.6438 2.2470 -0.4 -1.8 -0.8
C 0.1108 1.1540 2.0267 -0.3 -6.8 3.5
H -1.7785 3.4619 3.5033 -1.2 2.3 0.5
N 0.9323 -1.3802 0.9214 0.2 3.6 2.8
H -2.9752 -2.5478 0.8516 2.2 0.7 -0.4
C -0.3274 2.4169 2.4662 1.8 3.3 -4.1
C 1.7219 0.1861 -3.6209 -6.6 6.2 -1.5
C 2.9266 1.4596 0.0097 -6.8 2.2 4.4
C -4.2735 -0.4089 1.7551 -5.9 2.2 0.6
C -3.1998 -0.4229 0.8825 6.3 -3.6 -2.8
H 1.4951 1.2042 -4.4426 0.5 -2.8 2.3
H 4.6533 1.8669 -1.1590 -0.8 -0.5 0.0
H 0.5120 -1.0111 -4.8015 -4.2 0.2 -4.7
C -1.5505 0.6515 -0.6675 -2.9 2.1 3.2
H 2.6079 0.5220 -3.2731 3.6 -0.3 0.9
H -4.4545 -1.1164 2.5237 0.7 -1.0 0.7
```
Forces are in eV/Å.

Its HOMO energy is -8.23 eV. The value obtained for the energy relative to the best compared isomer or geometry (same formula, charge and spin) is 423.56 kcal per mole. The calculation puts the LUMO energy at -0.73 eV.



F_max across the listed records, respectively: 2.13; 1.42; 1.05; 14.38 eV/Å.